(1)
40
Properties=species:S:1:pos:R:3:forces:R:3:lowdin_charge:R:1 method="wB97M-V/def2-TZVPD" orbital_gap_ev=10.29 e_tot_ev=-25840.8093 fmax_ev_per_a=18.54 charge=+2 multiplicity=1 de_lowest_kj_mol=2182.1
Sr -25.3932 21.5816 8.9639 0.5479 4.8720 -2.9396 1.88
O -26.9082 21.0620 9.8133 -13.4148 -5.0551 6.6045 -0.27
H -26.9468 20.7417 10.7144 -0.4783 0.0818 0.7514 0.12
H -27.7839 20.8990 9.4629 -0.8210 -0.3818 0.2463 0.11
O -25.2760 19.6510 8.5308 0.2062 -8.5590 -2.5981 -0.19
H -25.4853 19.2296 7.6973 -0.4956 -0.5594 -0.4000 0.11
H -24.7922 18.9863 9.0211 -0.2074 -0.7155 -0.0760 0.11
O -24.3515 21.7058 7.3364 4.3262 -1.3196 -10.6392 -0.21
H -24.2047 20.8965 6.8468 0.0829 -0.3359 -0.7427 0.11
H -24.4737 22.3749 6.6630 0.5014 0.2302 -0.7452 0.10
C -24.5252 22.2250 11.5949 -0.0298 -0.1084 -1.0531 -0.15
C -24.1893 20.7657 11.2165 0.9664 1.4925 0.9356 -0.11
O -23.8413 20.7057 9.7940 6.6245 -3.6653 5.4727 -0.29
O -25.5042 22.6531 10.6880 0.3978 -9.0605 8.6777 -0.32
H -23.6563 22.8622 11.4299 0.5524 -0.0596 0.4972 0.13
H -24.8318 22.2707 12.6399 0.0325 -0.0848 0.1094 0.15
H -25.0775 20.1800 11.4533 0.2780 -0.5679 -0.1065 0.13
H -23.2998 20.4948 11.7852 -0.3427 -0.4821 0.1538 0.15
H -23.3781 19.8699 9.7011 0.8041 0.1073 0.0072 0.13
H -25.6308 23.6009 10.6037 -0.7794 -4.5972 2.3382 -0.29
C -27.1702 22.6574 6.9499 -1.6587 0.4809 -0.3738 -0.11
C -27.4409 23.7037 8.0971 0.9337 -2.7237 -1.3000 -0.10
O -26.4068 23.4633 9.0610 -7.2486 3.6393 -4.1391 -0.32
O -26.8177 21.2515 7.3366 -3.3339 1.8833 -2.8952 -0.20
H -26.5063 23.0715 6.1910 0.4507 -0.4915 0.2157 0.13
H -28.1433 22.6152 6.4607 0.1383 -0.2256 -0.4217 0.14
H -28.4376 23.5144 8.4957 0.0383 0.1933 0.3033 0.14
H -27.3893 24.6969 7.6509 -0.0484 0.0929 -0.0174 0.15
H -26.4640 24.2854 9.5534 -0.5582 -0.3237 -0.2808 0.07
H -27.6978 20.8712 7.3845 -0.1037 -0.6368 -0.3014 0.12
C -24.3598 25.0818 9.6445 -0.1570 -0.2234 -2.6119 0.02
C -24.1748 24.1030 8.3954 0.2580 3.6390 0.0199 -0.18
O -23.8402 22.8771 8.8821 6.2580 5.3211 2.3872 -0.28
O -25.4170 24.5278 10.4843 4.8807 17.8218 1.4719 0.09
H -24.7749 26.0561 9.3864 0.6472 0.1220 -0.3900 0.15
H -23.3624 25.1695 10.0753 -0.4150 -0.0538 0.8364 0.15
H -23.3782 24.4735 7.7503 0.1666 0.4943 0.1127 0.16
H -25.0850 24.0976 7.7957 0.6841 -0.1141 0.0056 0.12
H -22.9766 23.0079 9.2804 0.4483 -0.3948 0.1415 0.15
H -25.6283 25.2117 11.1240 -0.1318 0.2678 0.7434 0.20

---

(2)
40
Properties=species:S:1:pos:R:3:forces:R:3:lowdin_charge:R:1 method="wB97M-V/def2-TZVPD" orbital_gap_ev=10.36 e_tot_ev=-25862.6445 fmax_ev_per_a=3.34 charge=+2 multiplicity=1 de_lowest_kj_mol=75.3
Sr 0.4866 -0.3105 0.1926 0.0251 0.1098 -0.4135 1.66
O 0.9287 -0.2590 2.6225 -0.0044 0.1401 0.0249 -0.11
H 0.7115 -0.7505 3.4147 -0.0234 -0.3150 0.3023 0.09
H 1.0668 0.6379 2.9269 0.0418 0.3466 0.3216 0.07
O 1.5725 2.1588 0.5059 -0.1183 -0.6444 0.1216 -0.07
H 1.9932 2.3301 1.3485 0.2486 0.2212 0.2309 0.06
H 1.6138 2.9954 0.0426 -0.0823 0.2903 -0.3324 0.08
O -0.2365 -2.5973 0.9664 0.0821 0.1455 0.0727 -0.11
H -0.0938 -3.1822 1.7105 0.1416 -0.1816 0.3387 0.08
H -0.6369 -3.1529 0.2977 -0.2796 -0.1753 -0.3464 0.07
C 3.6800 -0.9278 -0.7689 -1.5001 -1.7481 -1.2989 -0.19
C 2.8876 -2.0264 -1.5399 0.9341 -1.0191 -0.5244 -0.18
O 1.4981 -1.7361 -1.8595 0.7926 0.8814 0.5707 -0.15
O 3.1124 -0.7724 0.5225 0.0480 0.2964 0.0362 -0.14
H 3.6276 0.0130 -1.3168 0.1665 0.0575 -0.1395 0.13
H 4.7021 -1.3037 -0.7225 0.0572 0.1630 0.0619 0.14
H 2.9176 -3.0448 -1.1526 -0.1382 0.2880 1.4937 0.13
H 3.4943 -2.3134 -2.3987 -0.2149 1.0580 -0.8906 0.13
H 1.1952 -2.2836 -2.5876 0.1626 -0.2121 -0.0641 0.11
H 3.7552 -0.2154 0.9677 -0.1500 0.1045 0.6939 0.11
C -1.0939 0.8116 -2.6686 -2.6032 -2.0237 -0.5195 -0.21
C -1.5747 -0.6509 -2.4350 -0.8159 0.7977 -2.2913 -0.21
O -1.6703 -1.0873 -1.0869 -0.0864 0.4216 -0.5342 -0.13
O 0.1673 0.7725 -2.1175 1.7015 1.5819 0.3825 -0.15
H -1.8212 1.5603 -2.3545 0.5100 0.1602 1.0640 0.14
H -1.0882 1.0086 -3.7407 0.3017 -0.2543 -0.2224 0.14
H -0.8948 -1.2973 -2.9900 0.1940 -0.1027 0.2214 0.12
H -2.5230 -0.7641 -2.9603 -0.2815 -0.2278 0.2071 0.14
H -2.6186 -1.0188 -0.9539 -0.0886 -0.2020 0.9049 0.12
H 0.6581 0.4071 -2.8574 0.9674 -0.0484 0.3477 0.11
C -2.3803 0.7754 2.0441 -1.4323 -1.9165 1.1699 -0.26
C -2.7629 2.0265 2.7008 -0.1308 2.0205 0.8431 -0.23
O -3.4193 2.8601 1.7481 0.1245 -0.1350 -0.2497 -0.04
O -1.5623 1.0396 0.9498 1.0474 -0.1413 -0.4826 -0.16
H -3.2523 0.2188 1.7008 -0.4952 0.2536 -0.1705 0.14
H -1.9911 0.0592 2.7677 0.9002 0.2159 -0.1097 0.13
H -1.8863 2.6091 2.9840 0.5932 -0.4589 0.2655 0.13
H -3.3573 1.9848 3.6135 -0.1891 -0.7550 -0.0794 0.14
H -3.1106 3.7344 1.9970 -0.4962 0.4062 -0.4499 0.10
H -2.0943 1.6912 0.4872 0.0903 0.6013 -0.5560 0.10

---

(3)
43
Properties=species:S:1:pos:R:3:forces:R:3:lowdin_charge:R:1 method="wB97M-V/def2-TZVPD" orbital_gap_ev=8.66 e_tot_ev=-38889.1377 fmax_ev_per_a=6.96 charge=-1 multiplicity=1 de_lowest_kj_mol=193.4
Cl -0.7812 1.5115 -0.0822 -0.6696 -0.0658 -0.4887 -0.05
C -2.3549 -0.9106 3.2156 3.4913 2.1867 3.9571 -0.83
O -1.5662 -0.2795 3.8930 0.2883 0.6594 1.0391 0.04
N -2.6247 -0.6528 2.0111 -1.4969 1.0583 -6.7107 0.18
N -2.9949 -1.9561 3.6330 -2.7142 -4.6377 1.7108 0.15
H -2.1633 0.0646 1.4702 0.4247 0.0836 0.1184 0.03
H -3.0503 -1.4198 1.5104 0.0253 0.7014 -0.5394 0.10
H -3.1691 -2.1933 4.5992 0.4340 0.2149 -0.4035 0.12
H -3.4603 -2.4762 2.9030 -0.3143 -0.2370 0.8697 0.10
C -1.7160 -1.6086 -2.6696 -1.0649 -1.1248 -0.8028 -0.81
O -2.0562 -2.4340 -3.4983 -1.0310 -1.0730 -0.7382 0.00
N -2.4445 -1.1594 -1.6740 -2.8333 -0.1070 1.9452 0.16
N -0.5493 -1.0716 -2.7029 4.2427 1.4711 -0.7134 0.17
H -3.3486 -1.6014 -1.5885 0.1553 0.4212 0.2098 0.11
H -2.1512 -0.4000 -1.0762 -0.0239 0.1418 0.0317 0.00
H -0.2287 -0.4854 -1.9455 0.2969 0.1857 -0.3279 0.04
H 0.0095 -1.3745 -3.4878 0.2888 0.3688 0.4876 0.12
C 1.0759 -2.0713 0.4895 -0.6581 -1.0080 -0.1963 -0.08
C 2.1501 -1.0751 0.3620 2.5341 1.5734 1.5059 -0.47
C 2.7212 -0.8011 -1.0358 -1.0113 1.3436 0.3077 -0.19
O 4.0077 -0.1230 -1.0461 0.1217 -1.2123 -0.1369 -0.19
C 4.4540 0.0765 -2.3905 -0.9990 0.4501 0.2100 -0.12
N 1.7711 0.1085 1.1449 0.5092 -0.9220 -0.5417 0.04
H 0.1015 -1.6637 0.2203 -0.0583 -0.0728 -0.3025 0.06
H 0.9903 -2.3698 1.5343 0.0466 0.0442 -0.0074 0.09
H 1.3307 -2.9519 -0.1002 -0.3894 -0.1954 -0.1245 0.08
H 3.0210 -1.4322 0.9115 0.2760 -0.5884 0.0863 0.13
H 2.0504 -0.0437 -1.4414 -0.4570 -0.2259 -0.7178 0.11
H 2.6554 -1.7442 -1.5782 0.6461 0.0346 -0.5245 0.12
H 5.4857 0.4170 -2.4777 0.1667 -0.5481 0.5910 0.08
H 3.8984 0.8958 -2.8466 -0.4233 0.1781 -0.0707 0.08
H 4.2343 -0.7995 -3.0008 0.4112 -0.2132 -0.0392 0.08
H 2.5639 0.7340 1.1607 -0.2685 0.4233 -0.0100 0.06
H 0.9656 0.5044 0.6815 -0.0948 0.7471 0.2770 -0.11
O 1.8906 3.4493 0.6467 0.2978 0.4281 0.1552 -0.08
H 2.8041 3.1892 0.5279 0.2226 -0.0655 -0.0083 0.01
H 1.4098 2.9432 -0.0082 -0.5516 -0.3374 -0.1351 -0.05
O -1.2756 3.6013 2.7158 -0.0471 0.2567 0.5015 -0.07
H -1.1785 3.1880 1.8579 0.2113 -0.4197 -0.4574 -0.06
H -1.9390 4.2782 2.5825 -0.1438 0.1197 -0.0812 0.02
O -3.5453 3.6747 -0.8870 -0.3640 0.3771 0.0420 -0.08
H -4.0282 3.5470 -1.7036 -0.0880 -0.0129 -0.1696 0.02
H -2.9653 2.9154 -0.8299 0.6113 -0.4019 0.2018 -0.06

---

(4)
38
Properties=species:S:1:pos:R:3:forces:R:3:lowdin_charge:R:1 method="wB97M-V/def2-TZVPD" orbital_gap_ev=9.17 e_tot_ev=-20962.0821 fmax_ev_per_a=1.24 charge=-1 multiplicity=1 de_lowest_kj_mol=6.1
C 1.9459 -1.0703 0.9869 0.8460 0.3663 -0.2803 -0.27
O 3.2972 -0.9745 0.5805 0.4868 -0.0937 -0.3267 -0.13
C 1.2395 0.2720 0.7670 -0.1828 -0.2044 -0.2458 -0.17
C -0.2817 0.1556 0.6225 0.3720 0.6315 0.4035 -0.36
C -0.9175 -0.2673 1.9569 0.0060 -0.5218 -0.4505 -0.06
C -0.9023 1.4717 0.1031 -0.0428 -0.2444 -0.3530 -0.24
C -2.1469 1.2316 -0.7344 0.0279 -0.6364 -1.0692 -0.11
H 1.4640 -1.9033 0.4469 -0.2725 0.3016 0.1832 0.12
H 1.9995 -1.3000 2.0585 -0.2799 -0.1924 -0.1557 0.11
H 1.5607 0.9645 1.5526 -0.0412 -0.2107 0.1821 0.09
H 1.6522 0.7403 -0.1241 -0.0620 -0.2590 -0.3563 0.10
H -0.4530 -0.6205 -0.1316 -0.0718 0.0435 0.0509 0.13
H -1.9915 -0.4359 1.8264 0.2294 -0.2866 0.1843 0.07
H -0.4337 -1.1761 2.3477 -0.3525 0.1287 -0.1971 0.08
H -0.8081 0.4905 2.7268 0.0642 0.2771 0.0789 0.06
H -0.1881 2.0125 -0.5309 0.0371 -0.1981 0.1008 0.11
H -1.1512 2.1426 0.9254 0.0549 -0.0185 0.1877 0.07
H -2.8610 0.5449 -0.2811 -0.0225 -0.1299 0.1730 0.06
H -1.8946 0.7383 -1.7028 0.0491 0.3941 0.6486 0.09
H -2.6838 2.1455 -0.9615 -0.0827 0.2560 -0.0123 0.07
H 0.4497 3.3073 1.9950 0.0611 -0.1052 -0.0766 0.04
H 0.7230 1.9188 2.5740 -0.0132 0.0430 -0.1020 -0.01
O 0.3864 2.7899 2.8023 -0.1189 0.3969 0.4466 -0.06
H 3.8210 0.4447 -2.0660 -0.2572 0.0688 -0.0841 0.03
H 3.3710 -0.8049 -0.4154 -0.4097 -0.0896 0.8225 0.03
O 3.3388 -0.3832 -2.0051 0.0997 -0.4415 0.0426 -0.16
H 2.3040 -0.2335 -2.2884 0.4341 0.5356 -0.1836 -0.02
H 1.0314 0.2813 -3.6167 -0.0096 -0.0691 0.1326 0.00
O 1.0096 0.0600 -2.6791 -0.2880 0.1374 0.1188 -0.28
H -1.4595 -4.2208 -1.1682 0.0409 0.0503 -0.0127 0.00
H -1.2512 -2.9321 -1.9922 -0.0720 -0.3833 0.1689 -0.02
O -1.9527 -3.4992 -1.5654 -0.0177 0.2331 -0.0848 -0.13
H 0.4454 -1.1879 -2.6225 -0.1056 -0.8174 -0.3885 -0.01
H 0.9777 -2.7054 -2.4783 -0.0892 -0.0741 -0.0319 0.01
O 0.1497 -2.2634 -2.6932 0.2369 0.8675 0.2407 -0.20
H -2.7227 1.8059 2.3094 -0.1247 0.1641 0.3085 0.02
H -3.4456 0.9555 1.3500 -0.3942 0.0817 0.0835 -0.01
O -3.6215 1.5051 2.1254 0.2645 -0.0011 -0.1465 -0.07

---

(5)
41
Properties=species:S:1:pos:R:3:forces:R:3:lowdin_charge:R:1 method="wB97M-V/def2-TZVPD" orbital_gap_ev=5.21 e_tot_ev=-30010.7239 fmax_ev_per_a=3.58 charge=-1 multiplicity=1 de_lowest_kj_mol=0.0
C -0.2830 -1.4450 -1.3594 -0.2941 -0.1884 0.0569 -0.13
C -0.4911 -0.9685 0.0828 -0.2835 0.2987 -0.0942 -0.30
C 0.6686 -0.1401 0.6467 1.5440 -2.4273 -2.1248 -0.59
I -0.5472 1.4456 2.3481 -0.4469 0.4940 0.7426 -0.02
N 1.4119 0.4753 -0.2293 -0.4238 0.9519 0.5398 -0.07
C 2.5465 1.1929 0.3191 0.4709 -0.1383 0.0181 -0.30
C 2.3889 2.7162 0.2285 -0.0961 -0.0472 0.1677 -0.23
C 3.7146 3.4597 0.1752 -0.0793 0.0183 -0.0980 -0.30
N 4.4581 3.2083 -1.0789 0.2997 0.0763 0.1327 -0.02
H -1.2585 -1.7006 -1.7785 0.0448 -0.0599 0.0024 0.04
H 0.1618 -0.6696 -1.9798 0.1093 -0.0360 0.0965 0.06
H 0.3298 -2.3504 -1.3901 0.1926 0.1746 -0.0984 0.06
H -1.4171 -0.3974 0.1249 0.0781 0.0793 0.0580 0.04
H -0.6569 -1.8411 0.7225 0.0138 0.1400 0.1226 0.09
H 1.2287 -0.7096 1.4043 -0.4349 0.8509 0.8959 0.08
H 3.4588 0.9322 -0.2427 -0.1266 -0.0639 -0.0933 0.08
H 2.7519 0.9159 1.3684 -0.0531 -0.0001 -0.0375 0.10
H 1.7814 2.9481 -0.6493 0.1365 0.0132 -0.0530 0.11
H 1.8352 3.0711 1.1008 -0.0926 -0.0552 -0.0552 0.05
H 4.3224 3.2145 1.0583 -0.0839 -0.0018 0.0080 0.11
H 3.5218 4.5313 0.2274 -0.0041 -0.0251 0.0107 0.08
H 5.0489 2.3910 -0.9670 -0.1677 -0.0873 -0.0827 0.04
H 5.1145 3.9697 -1.2200 -0.0661 0.0021 -0.0428 0.04
O -3.6085 -1.7267 -0.9977 -0.0396 -0.0306 -0.0285 -0.06
H -4.0803 -0.9036 -1.1558 0.0625 0.0272 0.0368 0.04
H -4.3118 -2.3829 -0.9436 -0.0025 0.0360 0.0025 -0.03
O 3.3710 -1.7637 -1.1361 0.1320 0.1047 0.0782 -0.08
H 2.7956 -1.0692 -0.7671 -0.2778 -0.1070 -0.1290 -0.01
H 4.0244 -1.2684 -1.6382 -0.0245 -0.0201 -0.0191 0.02
O -4.5063 -4.3858 -0.2121 -0.0911 -0.0887 -0.0392 -0.05
H -4.8534 -5.2814 -0.1509 -0.0048 0.0224 0.1503 0.04
H -3.6516 -4.4123 0.2321 0.0421 0.1143 -0.0926 0.06
O 4.4905 6.6154 1.3301 0.0779 0.0771 0.0226 -0.05
H 4.0110 7.3324 1.7560 -0.0283 -0.0270 -0.0076 0.04
H 5.1769 7.0459 0.8119 -0.0196 0.0097 0.0003 0.03
O -6.5946 -2.1666 -1.2225 -0.1895 -0.0343 -0.0873 -0.05
H -6.4348 -3.1074 -1.3560 0.0770 0.0119 0.0683 0.03
H -7.0423 -2.1116 -0.3731 0.0575 -0.0020 0.0183 0.04
O -6.1080 -5.1873 2.1480 -0.0589 -0.1324 -0.0409 -0.06
H -5.8324 -4.2648 2.1271 0.0128 -0.0123 -0.0569 0.03
H -6.9356 -5.2116 2.6359 0.0381 0.0821 0.0517 0.03

---

(6)
41
Properties=species:S:1:pos:R:3:forces:R:3:lowdin_charge:R:1 method="wB97M-V/def2-TZVPD" orbital_gap_ev=8.47 e_tot_ev=-24512.8359 fmax_ev_per_a=9.23 charge=-1 multiplicity=1 de_lowest_kj_mol=254.2
C -1.8003 -0.6919 2.4070 1.5014 -2.0399 0.2035 -0.34
O -0.6856 0.0244 2.8522 1.6854 0.7916 -1.1249 -0.18
C -1.5104 -1.4807 1.1243 1.3712 -0.1653 -1.4332 -0.15
C -0.9616 -0.5080 0.0288 2.2513 3.0610 1.0505 -0.18
C -1.8897 -0.1117 -1.0499 0.0787 0.7960 0.9587 -0.41
C -2.0697 -0.9098 -2.0887 -1.1675 0.0048 -2.7154 0.01
C -2.2361 2.1732 0.1814 2.7309 -0.2400 -1.2231 -0.09
N -2.5635 1.1511 -0.8640 -0.0239 -0.7221 0.3497 -0.05
H -2.6938 -0.0948 2.3156 -0.4173 0.6209 0.0241 0.07
H -1.9443 -1.4653 3.1803 -0.6885 0.2443 -0.0368 0.11
H -2.3583 -2.0301 0.6389 0.5323 0.4265 0.9343 0.11
H -0.6803 -2.2230 1.3305 -0.9858 0.7107 -0.0011 0.12
H -0.5934 0.5455 0.4846 -0.9071 -2.7284 -0.5583 0.10
H 0.0394 -0.7037 -0.4590 -1.1585 -0.8708 0.5367 0.12
H -2.6684 -0.5781 -2.9432 -0.3320 0.3982 0.3354 0.05
H -1.6576 -1.8622 -2.4442 0.5323 0.3841 1.3922 0.07
H -1.3174 2.8263 -0.1888 -1.4750 -1.2477 0.8809 0.11
H -3.0255 2.9083 0.3284 -0.3828 -0.5193 0.0507 0.06
H -1.9063 1.6483 1.1266 -0.6798 0.9139 -0.9838 0.07
H -2.8859 1.5067 -1.7459 -0.1376 0.3210 -0.0070 0.10
H 2.3843 2.6494 -0.9853 -0.4101 -2.5173 0.6254 0.08
H 1.6303 1.6045 0.1635 1.0819 -0.6386 -0.5312 0.01
O 2.2676 1.6668 -0.7292 -0.4481 2.9386 -0.4389 -0.21
H 2.2288 -1.2995 0.1229 -1.9588 2.3102 0.2922 -0.05
H 3.6565 -1.6329 0.5948 -2.8518 -0.9245 -1.7790 0.12
O 2.8096 -2.0054 0.0671 4.6445 -1.4352 1.5190 -0.08
H -4.1419 -0.6084 -0.2526 -0.0043 -0.0033 0.2743 0.00
H -4.2141 -0.4650 1.3098 -0.9748 -1.3125 -2.1939 0.06
O -4.6071 -0.9806 0.5148 0.6963 1.3236 1.8374 -0.11
H 2.9101 0.1178 1.6255 2.5269 2.2809 -1.7248 0.10
H 3.5687 0.9602 0.4801 -2.2946 3.4726 -5.0224 -0.12
O 3.8018 0.4953 1.1791 0.5545 -5.6593 7.2751 -0.10
H 0.1768 0.2067 2.1616 -2.0822 0.1318 1.1702 0.09
H 1.2585 1.8366 1.9721 0.0883 -0.8377 -0.1964 0.03
O 1.2770 1.0290 1.4177 -0.9561 0.7013 0.7463 -0.34
H 3.5516 0.5143 -1.5021 -0.5078 0.0823 0.4056 0.00
H 3.6118 -1.0137 -1.4629 -1.7809 -3.5606 2.5128 -0.07
O 3.9600 -0.2852 -1.8443 2.5138 3.3299 -3.0420 -0.03
H 0.9975 0.0733 -2.4658 -0.9716 0.6153 1.0458 -0.03
H 2.3367 -0.4644 -2.8100 -0.4629 0.4934 -0.7441 0.01
O 1.4877 -0.1745 -3.2255 1.2701 -0.9305 -0.6650 -0.08